{
  "formula": "C4H8O3S",
  "method": "ωB97M-V with the def2-TZVPD basis set",
  "symbols": ["C", "C", "C", "C", "O", "O", "O", "S", "H", "H", "H", "H", "H", "H", "H", "H"],
  "coordinates": [[-2.2603, -0.0833, -1.7754], [-0.0753, -0.1126, 1.4497], [1.3421, -0.3140, 0.6115], [1.7538, 1.0350, -0.0026], [-2.2493, -1.9308, 0.0789], [-1.0136, 0.2547, 0.4902], [1.1870, -1.3136, -0.2750], [-1.5360, -0.8982, -0.5896], [-2.0295, 0.7655, -2.4578], [-3.0122, -0.6036, -2.4056], [-0.3570, -1.0399, 1.8886], [0.1779, 0.7914, 2.0550], [2.2227, -0.5662, 1.4263], [0.8545, 1.4706, -0.4930], [2.6362, 0.9007, -0.6682], [2.3591, 1.6444, 0.6671]],
  "atomic_forces_ev_per_a": [[-2.6, 1.6, -3.0], [2.6, 0.4, -1.8], [1.9, 0.1, 1.9], [0.7, -0.5, -0.8], [-1.9, -1.1, 1.0], [-1.8, 1.2, -0.8], [0.2, 0.3, 0.6], [3.7, 0.0, -0.1], [1.0, -0.3, 1.6], [0.4, -0.5, 1.2], [0.0, -0.5, 1.0], [-0.8, -1.0, 0.0], [-2.2, 0.1, -1.4], [1.1, 0.3, 0.3], [-1.2, -0.5, -0.6], [-1.2, 0.6, 0.9]],
  "mulliken_spin": [0.663, 0.132, -0.032, 0.000, 0.066, 0.087, 0.796, 0.208, 0.000, 0.014, -0.001, 0.005, 0.059, 0.001, 0.000, 0.002],
  "max_force_ev_per_a": 4.3,
  "e_above_lowest_kj_mol": 107.2,
  "total_charge": 0,
  "e_lumo_ev": [0.839, -2.247],
  "multiplicity": 3,
  "orbital_gap_ev": [8.98, 7.37]
}